1.
{
  "formula": "C24H37BF4N4OPPd",
  "method": "wB97M-V/def2-TZVPD",
  "symbols": ["Pd", "O", "C", "N", "C", "C", "C", "C", "C", "C", "N", "C", "C", "C", "C", "C", "N", "H", "H", "H", "H", "H", "H", "H", "H", "H", "H", "C", "C", "C", "C", "P", "N", "C", "C", "C", "C", "C", "C", "C", "C", "H", "H", "H", "H", "H", "H", "H", "H", "H", "H", "H", "H", "H", "H", "H", "H", "H", "H", "H", "H", "H", "H", "H", "H", "H", "H", "H", "F", "B", "F", "F", "F"],
  "xyz": [[-0.18483, -1.56838, -0.78817], [-0.16102, -5.63795, 0.64769], [0.25547, -4.59036, 0.22632], [-0.66827, -3.66808, -0.38039], [-1.93464, -4.17545, -0.71139], [-2.82390, -3.12155, -1.32689], [-4.22809, -3.25614, -1.40728], [-4.91874, -2.25700, -1.99804], [-4.18431, -1.19558, -2.62151], [-2.82908, -1.14389, -2.52041], [-2.14934, -2.10640, -1.89989], [1.63141, -4.04786, 0.33578], [2.57889, -4.79842, 1.00242], [3.88404, -4.38712, 1.04289], [4.13370, -3.04099, 0.54907], [3.12076, -2.36609, -0.04577], [1.91241, -2.87421, -0.25772], [-2.32276, -4.64261, 0.20797], [-1.81063, -5.05118, -1.37346], [-4.71735, -4.04671, -0.86459], [-5.99205, -2.17239, -2.01911], [-4.70089, -0.43460, -3.22015], [-2.30519, -0.29472, -3.03147], [2.24767, -5.73508, 1.42641], [4.71179, -4.88513, 1.42572], [5.12964, -2.66471, 0.63840], [3.29788, -1.33204, -0.37748], [1.29015, 4.18594, -1.32971], [0.59234, 2.87217, -1.62738], [-0.81610, 3.12745, -2.24601], [1.40665, 2.07822, -2.62764], [0.35933, 1.79383, -0.09175], [0.11172, 0.28023, -0.73627], [-1.04755, 2.30882, 1.01329], [-2.37441, 1.84327, 0.39101], [-1.06799, 3.81816, 1.14522], [-1.00747, 1.62689, 2.36943], [1.93681, 1.62702, 1.04061], [1.78619, 0.40503, 2.00288], [2.08894, 2.95284, 1.81213], [3.19877, 1.48440, 0.12591], [1.41899, 4.71147, -2.26283], [2.25704, 4.08467, -0.92405], [0.68206, 4.87669, -0.68565], [-0.74511, 3.61101, -3.23975], [-1.43661, 3.72731, -1.64915], [-1.33742, 2.17063, -2.48215], [1.50663, 2.63193, -3.54544], [0.94242, 1.10465, -2.82596], [2.45026, 1.91402, -2.28324], [-2.61882, 2.28895, -0.53806], [-3.17112, 2.02813, 1.11174], [-2.31666, 0.75477, 0.24767], [-1.06320, 4.33514, 0.22907], [-0.23285, 4.17995, 1.76897], [-2.00342, 4.00188, 1.62878], [-0.67519, 0.59675, 2.34293], [-2.00750, 1.64864, 2.88635], [-0.47793, 2.19445, 3.14119], [1.36463, 0.72794, 2.94314], [2.78068, -0.05054, 2.15212], [1.05568, -0.35906, 1.67775], [1.27818, 3.18950, 2.50410], [2.17241, 3.74812, 1.08291], [3.02529, 3.00762, 2.38055], [2.96503, 0.71388, -0.63535], [4.05385, 1.10366, 0.73712], [3.47378, 2.42560, -0.41499], [-1.51444, -1.10003, 1.14925], [-1.37369, -2.09918, 2.16851], [-2.45275, -2.96538, 2.11957], [-1.32445, -1.38767, 3.37856], [-0.10572, -2.72512, 1.93571]],
  "forces_ev_per_a": [[0.26, -0.60, -0.08], [0.73, -0.02, -0.14], [-1.50, 0.65, 0.02], [1.09, 0.16, -0.51], [-0.44, -0.51, 0.47], [0.29, 0.03, -0.78], [1.41, -0.21, 1.12], [0.44, 2.27, -1.42], [-1.66, -0.45, 0.01], [0.12, 0.80, -0.99], [0.05, -0.39, 0.93], [0.59, 0.56, -0.70], [-0.01, -1.06, 0.17], [-0.65, 3.92, -1.41], [0.14, -3.28, 1.13], [-0.05, 1.46, -0.74], [-1.12, -0.28, 0.76], [-0.37, 0.20, -0.08], [-0.07, 0.17, -0.10], [-0.04, -0.27, -0.05], [-0.19, -0.40, 0.01], [0.13, -0.31, 0.51], [-0.11, -1.06, 0.75], [0.08, -0.11, 0.04], [0.94, -1.22, 0.82], [0.30, 0.46, -0.04], [-0.21, -0.63, -0.09], [-1.69, 1.16, 0.30], [-0.89, 0.05, 0.14], [0.71, -1.42, -1.42], [1.02, -0.87, 0.36], [1.13, -0.40, 0.86], [0.02, 0.26, 0.07], [-0.71, -0.31, -0.61], [0.32, -1.26, 0.33], [0.87, -0.38, 1.31], [-0.53, 0.37, 1.76], [0.09, 0.48, -0.35], [-0.18, 0.00, -0.66], [0.12, 0.09, 0.01], [-0.41, -0.57, -0.16], [-0.02, 0.18, -0.51], [1.09, -0.24, 0.58], [0.66, -0.71, -0.47], [0.41, -0.01, 0.53], [-0.81, 0.75, 0.81], [0.33, 0.50, 0.43], [-0.23, 0.29, -0.45], [0.19, 0.22, -0.14], [-0.74, 0.00, -0.19], [-0.22, 0.57, -0.86], [0.03, 0.12, -0.09], [-0.26, 0.29, 0.04], [-0.08, 0.60, -1.09], [-0.58, 0.04, -0.28], [-0.56, 0.55, 0.52], [-0.24, 0.11, 0.13], [0.50, -0.28, -1.11], [0.72, -0.12, -0.41], [0.31, 0.16, 0.35], [-0.51, 0.11, 0.01], [0.67, 0.11, -0.23], [0.18, -0.27, -0.13], [-0.11, 0.40, 0.03], [-0.10, -0.44, -0.06], [0.42, 0.33, 0.28], [-0.61, 0.53, -0.45], [-0.17, -0.82, 0.67], [-0.31, -0.11, -0.36], [0.10, 0.66, 1.31], [0.49, -0.12, -0.30], [0.07, -0.50, -0.35], [-0.63, 0.05, 0.21]],
  "lowdin_charge": [0.97, 0.17, -0.38, 0.06, -0.14, -0.21, 0.00, -0.02, -0.04, -0.15, 0.02, -0.21, 0.01, 0.02, -0.01, -0.15, 0.08, 0.15, 0.17, 0.13, 0.12, 0.12, 0.12, 0.13, 0.10, 0.11, 0.10, -0.07, -0.60, -0.07, -0.10, 1.07, -0.20, -0.60, -0.07, -0.06, -0.08, -0.54, -0.06, -0.08, -0.09, 0.10, 0.05, 0.10, 0.11, 0.04, 0.08, 0.09, 0.07, 0.08, 0.05, 0.10, 0.06, 0.04, 0.09, 0.10, 0.04, 0.13, 0.09, 0.08, 0.09, 0.05, 0.06, 0.06, 0.11, 0.05, 0.10, 0.08, 0.01, -1.23, 0.15, 0.12, 0.09],
  "charge": 1,
  "e_lumo_ev": [-2.97, -5.43],
  "spin_multiplicity": 5,
  "orbital_gap_ev": [8.877, 6.933]
}

***

2.
{
  "formula": "C24H36MoNO2P2",
  "method": "wB97M-V/def2-TZVPD",
  "symbols": ["C", "C", "N", "C", "C", "C", "C", "P", "Mo", "P", "C", "C", "C", "C", "C", "C", "C", "O", "O", "H", "H", "H", "C", "C", "H", "H", "H", "H", "C", "C", "H", "H", "H", "H", "H", "H", "H", "H", "H", "H", "H", "H", "H", "H", "H", "H", "H", "H", "H", "H", "H", "H", "C", "C", "C", "C", "C", "C", "C", "H", "H", "H", "H", "H", "H", "H"],
  "xyz": [[-0.85400, 2.59056, -3.40980], [-0.88113, 1.62198, -2.41001], [0.22915, 1.32176, -1.67980], [1.40520, 1.87979, -2.06624], [1.47181, 2.87990, -3.03708], [0.32056, 3.26928, -3.70198], [-2.21230, 0.95462, -2.09659], [-2.03743, -0.31470, -0.77315], [0.01046, 0.06699, 0.23539], [2.50888, -0.16385, -0.53129], [2.68508, 1.42594, -1.40884], [-0.18405, -1.91625, 1.20815], [-0.84825, -1.83310, 2.43823], [-0.74448, -2.90947, 3.32870], [-0.08205, -4.07746, 2.93708], [0.47579, -4.19920, 1.66780], [0.44141, -3.10876, 0.78338], [-2.39348, -1.20818, -4.85260], [0.93679, -1.54696, -3.80097], [-1.77606, 2.85588, -3.90769], [2.43033, 3.32590, -3.27285], [0.33993, 4.04583, -4.45520], [-3.25771, 0.48526, 0.29507], [-2.83309, -1.86223, -1.28532], [3.46856, 1.29349, -2.18623], [3.07609, 2.19975, -0.71911], [-2.61301, 0.46612, -2.96454], [-2.98107, 1.73991, -1.79844], [3.55921, -0.19185, 0.89914], [3.24201, -1.31927, -1.71601], [-1.42055, -0.92402, 2.66436], [-1.17341, -2.81580, 4.32098], [-0.01361, -4.90487, 3.64509], [0.94692, -5.14131, 1.36687], [0.88771, -3.18305, -0.20765], [0.95257, -0.55100, -3.54080], [0.61211, -2.21447, -3.07130], [-1.64241, -1.48266, -4.25833], [-2.04068, -0.38380, -5.25732], [1.19701, -1.12774, -0.22761], [-4.17872, 0.53989, -0.29177], [-3.44679, -0.05062, 1.22452], [-2.94015, 1.50198, 0.54530], [-3.92223, -1.73845, -1.24233], [-2.55690, -2.13632, -2.31037], [-2.56931, -2.69003, -0.61606], [4.26532, -0.99434, -1.90924], [3.24881, -2.30951, -1.26380], [2.70048, -1.38114, -2.66537], [4.59908, -0.14979, 0.57560], [3.36728, 0.64494, 1.56665], [3.38808, -1.11180, 1.45490], [0.48768, 1.91192, 1.16085], [0.02692, 1.71571, 2.55048], [-1.11853, 2.42804, 2.95717], [-1.52431, 2.40037, 4.28531], [-0.79094, 1.64768, 5.22762], [0.33197, 0.89596, 4.81262], [0.73299, 0.91982, 3.47434], [-0.22266, 2.41109, 0.48514], [1.53871, 2.15631, 1.00657], [-1.62905, 3.04094, 2.21690], [-2.39351, 2.98790, 4.61624], [-1.08324, 1.66553, 6.28646], [0.88579, 0.31298, 5.56012], [1.59444, 0.33801, 3.13863]],
  "forces_ev_per_a": [[0.09, 0.16, 0.15], [-0.20, 0.39, 0.01], [-0.36, -0.05, -1.08], [-0.16, 0.37, 0.09], [-0.02, -0.31, 0.06], [-0.08, -0.43, 0.16], [0.05, 0.74, 0.33], [-1.33, 0.39, 0.03], [3.58, -2.70, 0.23], [-1.31, 1.33, 0.19], [0.96, 0.38, -0.20], [-0.30, 1.08, -1.06], [0.37, -0.76, -0.14], [-0.04, 0.27, -0.24], [-0.16, 0.10, 0.39], [0.07, 0.11, -0.54], [-0.47, -0.24, 1.33], [1.49, 0.63, 0.81], [-0.87, 0.32, 1.53], [-0.02, -0.09, -0.07], [-0.05, -0.04, 0.04], [0.02, 0.01, 0.05], [-0.72, -0.16, 0.52], [-0.37, -0.23, -0.24], [-0.42, 0.26, 0.32], [-0.31, -0.34, -0.22], [-0.14, -0.12, -0.78], [1.03, -0.96, -0.30], [0.84, 0.06, 0.21], [-0.02, -0.13, 0.20], [0.27, -0.40, 0.28], [-0.02, -0.19, -0.06], [-0.01, 0.20, -0.24], [-0.16, 0.36, 0.14], [-0.01, -0.05, 0.23], [-0.49, -2.98, 0.07], [0.88, 2.73, -1.67], [-0.92, 0.25, -1.08], [-0.39, -0.86, 0.17], [-1.12, -0.30, -0.31], [-0.17, 0.08, 0.25], [0.00, -0.07, -0.01], [0.04, -0.16, -0.06], [0.18, 0.00, -0.15], [-0.05, 0.07, 0.23], [0.15, 0.34, -0.05], [0.05, -0.09, 0.04], [0.11, -0.14, -0.02], [0.08, 0.11, 0.30], [0.17, -0.07, 0.18], [-0.14, 0.10, -0.08], [-0.01, -0.12, -0.03], [0.54, -0.74, -0.76], [-0.11, 0.53, -0.10], [0.22, -0.42, 0.39], [0.05, -0.23, 0.56], [0.20, -0.04, -0.45], [-0.52, 0.30, 0.19], [-0.34, 0.31, 0.17], [0.40, 0.84, 0.60], [-0.27, 0.62, 0.30], [0.03, -0.04, 0.22], [0.47, -0.34, -0.19], [0.15, -0.07, -0.57], [-0.23, 0.24, -0.44], [-0.19, 0.20, 0.16]],
  "lowdin_charge": [-0.01, -0.30, -0.03, -0.31, -0.01, -0.02, -0.26, 0.76, 0.92, 0.79, -0.26, -0.32, -0.15, -0.08, -0.09, -0.09, -0.16, -0.08, -0.14, 0.13, 0.13, 0.12, -0.26, -0.21, 0.11, 0.11, 0.06, 0.12, -0.22, -0.21, 0.08, 0.10, 0.11, 0.11, 0.07, 0.07, 0.11, 0.02, 0.05, -0.05, 0.06, 0.05, 0.04, 0.06, 0.03, 0.05, 0.06, 0.06, 0.03, 0.06, 0.05, 0.06, -0.27, -0.33, -0.06, -0.07, -0.07, -0.07, -0.07, 0.05, 0.04, 0.11, 0.11, 0.11, 0.11, 0.10],
  "charge": 1,
  "de_lowest_ev": 0.481,
  "e_lumo_ev": [-2.91, -3.42],
  "spin_multiplicity": 3,
  "orbital_gap_ev": [6.795, 6.690]
}

***

3.
{
  "formula": "C13H8Br2N2O4",
  "method": "wB97M-V/def2-TZVPD",
  "symbols": ["C", "C", "Br", "C", "Br", "C", "C", "N", "C", "C", "N", "H", "H", "H", "H", "H", "H", "C", "C", "C", "O", "C", "C", "C", "O", "O", "O", "H", "H"],
  "xyz": [[0.02194, -0.94029, 0.87969], [-1.27813, -1.30959, 0.29523], [-1.11818, -2.26078, -1.35545], [-2.46594, -1.06388, 0.78066], [-2.67467, -0.07266, 2.40359], [-3.74742, -1.50007, 0.16963], [-4.49593, -0.37174, -0.35697], [-5.06479, 0.48989, -0.88156], [-4.63039, -2.29030, 1.15858], [-4.30673, -3.69381, 1.05258], [-4.05683, -4.82214, 1.05485], [0.62296, -0.37225, 0.17062], [0.52370, -1.86728, 1.12152], [-0.06920, -0.34685, 1.76925], [-3.57440, -2.15425, -0.66315], [-5.67768, -2.12716, 0.96614], [-4.42608, -2.01444, 2.18142], [4.36548, 2.02576, 0.40799], [5.24973, 2.65992, -0.46780], [4.68468, 2.91476, -1.89361], [5.33745, 3.53279, -2.74517], [3.38036, 2.40283, -2.20511], [2.51282, 1.75903, -1.33109], [3.03860, 1.60421, 0.11376], [2.30557, 1.10708, 0.98684], [1.37050, 1.29895, -1.59006], [6.41410, 3.03229, -0.21333], [4.68297, 1.82323, 1.42881], [3.07548, 2.55673, -3.23785]],
  "forces_ev_per_a": [[0.09, -0.16, -0.40], [1.18, -0.01, -0.27], [0.01, 0.05, 0.12], [-0.77, 0.07, 0.34], [0.04, 0.00, -0.16], [-0.84, 0.26, 0.75], [-0.81, 1.49, -1.12], [0.47, -0.93, 0.75], [0.29, -0.09, -0.18], [0.07, -1.76, 0.33], [-0.20, 0.93, -0.16], [0.29, 0.25, -0.16], [0.44, -0.23, 0.05], [-0.09, 0.26, 0.31], [0.39, -0.18, -0.50], [-0.40, -0.05, -0.12], [-0.01, 0.37, 0.30], [-0.39, -0.32, 0.45], [0.25, 0.25, -0.42], [-0.82, -0.20, -0.42], [0.43, 0.07, 0.22], [0.26, 0.20, -0.38], [-0.17, -0.20, 0.32], [0.80, 0.26, 0.25], [-0.47, -0.30, 0.06], [0.15, -0.01, -0.05], [-0.19, -0.11, 0.09], [0.12, 0.11, -0.03], [-0.12, -0.02, 0.04]],
  "lowdin_charge": [-0.14, -0.70, 0.81, -0.68, 0.82, -0.41, -0.20, 0.17, -0.16, -0.22, 0.15, 0.06, 0.09, 0.04, 0.08, 0.12, 0.07, -0.04, -0.43, -0.40, -0.05, -0.04, -0.43, -0.40, -0.07, -0.09, -0.08, 0.08, 0.08],
  "charge": -2,
  "e_lumo_ev": 3.59,
  "orbital_gap_ev": 3.566
}

***

Summary of electronic energy in Ha
-2124.3983, -1891.9102, -6058.6597
(order as listed above)